Record 1
{
  "formula": "CBr2Cl2S",
  "method": "ωB97M-V with the def2-TZVPD basis set",
  "e_tot_ha": -6504.58849,
  "relative_energy_kj_mol": 235.14,
  "gap_ev": [5.29, 5.30],
  "total_charge": 0,
  "species": ["C", "S", "Cl", "Cl", "Br", "Br"],
  "positions_angstrom": [[0.41599, -0.07448, -0.43884], [1.43238, -1.43641, -0.11861], [-0.77445, 0.67480, 0.53776], [-3.33592, 1.22495, 1.22570], [1.69999, -1.40123, 2.01746], [0.34037, 0.14394, -2.31000]],
  "atomic_forces_ev_per_a": [[-0.6, -0.5, 0.3], [-0.7, 1.1, 0.0], [0.6, -0.3, -0.8], [0.8, -0.3, -0.1], [-0.1, 0.0, 0.1], [-0.1, 0.1, 0.6]],
  "lowdin_charge": [-1.5231, 0.3726, 0.5340, -0.4648, 0.3374, 0.7439]
}


Record 2
{
  "formula": "C18H43BF4NO10PS3",
  "method": "ωB97M-V with the def2-TZVPD basis set",
  "e_tot_ha": -3479.22526,
  "relative_energy_kj_mol": 410.31,
  "gap_ev": 10.48,
  "total_charge": 0,
  "species": ["N", "H", "H", "H", "H", "B", "F", "F", "F", "F", "C", "C", "C", "S", "O", "O", "C", "H", "H", "H", "H", "H", "H", "H", "H", "C", "C", "C", "S", "O", "O", "C", "H", "H", "H", "H", "H", "H", "H", "H", "C", "C", "C", "S", "O", "O", "C", "H", "H", "H", "H", "H", "H", "H", "H", "C", "C", "O", "P", "O", "O", "C", "C", "O", "C", "C", "H", "H", "H", "H", "H", "H", "H", "H", "H", "H", "H", "H", "H", "H", "H"],
  "positions_angstrom": [[9.71333, -25.10972, -8.97721], [10.50331, -24.48068, -8.99617], [9.34691, -25.09101, -8.03620], [9.95484, -26.05887, -9.22395], [9.04867, -24.79868, -9.67117], [11.81185, -22.81552, -9.45173], [10.59903, -22.78454, -10.07524], [11.71947, -23.15068, -8.07167], [12.47043, -23.76982, -10.05177], [12.36748, -21.63765, -9.54981], [12.38903, -30.56298, -10.08990], [13.02895, -30.17961, -8.80025], [11.91388, -29.55652, -7.91703], [10.43323, -29.10592, -9.04887], [10.15545, -27.68110, -8.91208], [9.37370, -30.05669, -8.99227], [11.37251, -29.52803, -10.66078], [11.73237, -31.42999, -10.01780], [13.19496, -30.77988, -10.79099], [13.84602, -29.48638, -9.00007], [13.58304, -30.95293, -8.26821], [12.28584, -28.63438, -7.47050], [11.55743, -30.05766, -7.01709], [11.82561, -28.61305, -11.04237], [10.57364, -29.78382, -11.35682], [10.55986, -26.24972, -3.18097], [11.63555, -25.18082, -3.61335], [11.24965, -24.50864, -5.03687], [9.42572, -24.51427, -5.05318], [8.94406, -24.89465, -6.35969], [8.97048, -23.25081, -4.48049], [9.18419, -25.83083, -3.80537], [10.64011, -26.21308, -2.09455], [10.82316, -27.24262, -3.54555], [12.49410, -25.84947, -3.67560], [11.89182, -24.39733, -2.90020], [11.62937, -25.21993, -5.77034], [11.79081, -23.59862, -5.29597], [8.68695, -26.66727, -4.29650], [8.35363, -25.60519, -3.13651], [8.98178, -26.03572, -15.21248], [7.49635, -25.89672, -14.76622], [7.53777, -25.81618, -13.28346], [8.67178, -27.02269, -12.66624], [8.01116, -28.21282, -12.26158], [9.56212, -26.30763, -11.73827], [9.64116, -27.16367, -14.30752], [9.50941, -25.08360, -15.15619], [9.01527, -26.36997, -16.24942], [6.97807, -26.83672, -14.95565], [7.10247, -25.00242, -15.24914], [6.57681, -25.77848, -12.77039], [7.92646, -24.82975, -13.03053], [9.44025, -28.13186, -14.76616], [10.72277, -27.10650, -14.18521], [2.36609, -23.21174, -10.37311], [2.92698, -24.33651, -9.53090], [4.15821, -24.84427, -9.98335], [5.57047, -24.20709, -9.52822], [6.96579, -24.72612, -9.88837], [5.44883, -22.67895, -10.05495], [6.47944, -21.74339, -9.68183], [6.74586, -20.60091, -10.74228], [5.40618, -24.06767, -7.94625], [5.34786, -25.21224, -7.13684], [5.00635, -25.00829, -5.68397], [2.89179, -22.31941, -10.03325], [2.46432, -23.52007, -11.41397], [1.31876, -22.94260, -10.23619], [3.15816, -24.07231, -8.49898], [2.20589, -25.14863, -9.43817], [5.99948, -21.40488, -8.76359], [7.41154, -22.24537, -9.42241], [7.22880, -19.86840, -10.09552], [7.39961, -20.81000, -11.58903], [5.79115, -20.26606, -11.14787], [4.86179, -26.01694, -7.68846], [6.36122, -25.54889, -7.35560], [4.96953, -26.01350, -5.26408], [5.43848, -24.16962, -5.13807], [3.96287, -24.69341, -5.67336]],
  "atomic_forces_ev_per_a": [[0.0, 0.2, -0.5], [0.4, 0.1, -0.1], [-0.5, 0.1, 0.3], [0.3, -0.3, -0.1], [-0.5, 0.3, -0.1], [-0.9, 0.5, 1.4], [-3.0, 0.2, -0.4], [-0.7, -0.5, 0.9], [2.8, -3.5, -1.8], [1.9, 3.5, -0.2], [-1.1, -0.9, -2.2], [-0.6, 0.8, 1.2], [-0.1, 1.1, 0.1], [2.8, 0.6, -1.3], [0.2, -1.6, 0.3], [-0.6, -0.5, 0.7], [0.3, 1.4, 2.1], [0.5, -0.6, 0.4], [-0.3, -0.1, -0.4], [-0.4, 0.6, 0.0], [-0.6, -0.6, -0.2], [-0.3, 0.4, -0.5], [-0.2, -0.8, -0.5], [0.1, 0.1, 0.3], [0.3, -0.7, 0.2], [-0.5, 2.0, -0.5], [-0.2, -0.2, -1.5], [0.9, -2.3, 1.5], [1.1, 1.9, 1.2], [-0.4, -0.4, 0.5], [0.2, -1.3, -0.5], [-0.3, -1.1, 0.1], [-0.7, -0.4, 0.0], [0.1, 0.2, 0.0], [0.6, 0.7, -0.5], [-0.6, -0.2, 0.2], [-0.6, -0.1, -0.4], [-0.8, 0.4, 0.3], [0.6, -0.2, -0.6], [0.5, 1.0, 0.4], [0.1, -1.2, 0.5], [1.2, -0.8, -0.5], [-0.7, 2.1, 0.8], [2.8, 2.6, -0.3], [-0.3, -1.2, 0.1], [-0.8, -1.2, -0.7], [-1.4, 0.6, -0.2], [0.0, -0.1, 0.3], [0.1, 0.1, 0.0], [-0.3, 0.2, -0.9], [-0.5, -0.4, 0.1], [0.0, -0.8, 0.0], [0.6, -0.1, 0.3], [-0.3, -0.1, 0.2], [-0.2, 0.4, 0.5], [0.4, 0.3, 0.4], [-1.3, 0.0, 1.8], [2.6, -0.6, -1.4], [2.3, 1.7, -0.5], [-3.8, -0.1, 0.3], [-0.4, -2.1, -0.5], [0.0, 0.6, -0.3], [-0.7, -1.2, 1.5], [-1.3, 2.1, -0.9], [2.9, -1.4, -1.0], [-1.9, 0.2, -1.1], [0.3, 0.2, -1.0], [0.4, 0.6, -0.1], [-0.2, -0.7, 0.4], [-0.7, 0.6, 0.1], [0.3, -0.4, -0.4], [0.8, 1.1, 0.1], [0.0, -0.1, -0.2], [-0.1, 0.5, -0.4], [0.1, -0.5, 0.3], [0.0, 0.3, 0.2], [-1.3, 0.0, 0.6], [0.6, -0.6, 1.4], [0.6, 0.3, 0.6], [1.0, -0.6, -0.1], [-0.5, -0.1, 0.0]],
  "lowdin_charge": [0.3032, 0.0773, 0.0570, 0.0409, 0.0794, -1.5394, 0.1397, 0.0779, 0.2174, 0.2241, -0.2480, -0.2227, -0.1715, 0.7426, -0.3556, -0.3068, -0.1588, 0.1149, 0.1154, 0.1155, 0.1163, 0.0842, 0.0927, 0.0961, 0.0924, -0.1845, -0.1839, -0.1808, 0.7134, -0.3414, -0.3238, -0.2092, 0.1071, 0.1032, 0.0961, 0.1039, 0.0916, 0.1055, 0.0893, 0.0987, -0.1941, -0.2245, -0.2812, 0.6909, -0.3037, -0.3429, -0.1610, 0.1132, 0.1030, 0.1182, 0.1223, 0.1108, 0.1124, 0.0867, 0.0915, -0.0597, -0.2887, -0.1791, 0.5287, -0.2517, -0.2125, -0.2290, -0.0403, -0.1980, -0.3035, -0.0435, 0.0718, 0.0878, 0.0781, 0.1066, 0.1222, 0.1162, 0.1066, 0.0737, 0.0707, 0.0666, 0.1225, 0.1004, 0.0860, 0.0875, 0.0694]
}


Record 3
{
  "formula": "C39H38FN6O4S2Y",
  "method": "ωB97M-V with the def2-TZVPD basis set",
  "e_tot_ha": -3073.35702,
  "relative_energy_kj_mol": 67.65,
  "gap_ev": 6.19,
  "total_charge": -2,
  "species": ["Y", "C", "C", "N", "N", "C", "N", "S", "C", "C", "C", "C", "C", "N", "H", "H", "H", "H", "H", "H", "H", "H", "H", "O", "C", "O", "C", "C", "C", "C", "C", "C", "S", "H", "H", "H", "H", "O", "C", "O", "C", "C", "C", "C", "C", "N", "H", "H", "H", "H", "C", "C", "C", "C", "C", "C", "C", "C", "C", "C", "C", "C", "N", "C", "C", "C", "C", "C", "C", "F", "H", "H", "H", "H", "H", "H", "H", "H", "H", "H", "H", "H", "H", "H", "H", "H", "H", "H", "H", "H", "H"],
  "positions_angstrom": [[-0.53652, -0.11255, -0.49536], [-4.34407, -1.78182, -3.08595], [-3.14656, -0.98193, -2.65946], [-2.92388, -0.69212, -1.42631], [-3.90324, -1.16083, -0.58221], [-3.97764, -0.56496, 0.58308], [-4.83719, -1.19524, 1.46736], [-3.19721, 0.85560, 1.10243], [-2.22466, -0.48462, -3.70439], [-1.94543, -1.25055, -4.83315], [-1.02952, -0.77251, -5.74754], [-0.46937, 0.47852, -5.54284], [-0.85114, 1.19083, -4.41852], [-1.69916, 0.72272, -3.50479], [-5.21338, -1.46421, -2.51629], [-4.18135, -2.84015, -2.85758], [-4.53250, -1.66926, -4.15307], [-5.48101, -1.84723, 1.04569], [-5.20830, -0.59029, 2.17802], [-2.38771, -2.23319, -4.93981], [-0.72771, -1.37962, -6.59212], [0.27943, 0.88304, -6.20951], [-0.44094, 2.17505, -4.22919], [2.14436, 1.38316, -3.58134], [1.71893, 0.47869, -2.86276], [0.82092, 0.65515, -1.95735], [2.29784, -0.90738, -3.05179], [3.60516, -0.93767, -3.54794], [4.27312, -2.12197, -3.79622], [3.60217, -3.32271, -3.57109], [2.30788, -3.31449, -3.08955], [1.62015, -2.11859, -2.79143], [-0.01078, -2.28983, -2.17708], [4.07944, 0.01818, -3.73390], [5.29817, -2.11928, -4.15105], [4.09804, -4.26716, -3.77174], [1.78948, -4.24873, -2.91168], [2.22307, -2.64992, 1.89466], [1.24331, -2.20552, 1.30238], [1.16175, -1.15161, 0.59886], [-0.05069, -3.01496, 1.40160], [-0.07299, -4.14457, 2.20902], [-1.24081, -4.87558, 2.30789], [-2.33184, -4.47892, 1.54967], [-2.21472, -3.35477, 0.74870], [-1.10867, -2.60583, 0.69630], [0.83874, -4.39559, 2.73259], [-1.30431, -5.74120, 2.95823], [-3.26926, -5.02198, 1.57880], [-3.04002, -3.02768, 0.13020], [-1.35006, 1.77343, 4.27588], [-0.41032, 0.56466, 4.25843], [-1.08846, -0.66580, 3.68694], [0.96224, 0.84578, 3.63799], [2.01058, 0.65914, 4.53739], [3.32024, 0.94216, 4.21210], [3.57872, 1.44972, 2.95908], [2.58430, 1.64087, 1.99785], [3.18956, 2.16476, 0.67982], [2.39319, 3.07159, -0.25784], [3.75994, 0.97270, -0.10643], [1.23737, 1.29038, 2.30911], [0.19787, 1.47493, 1.33541], [-0.27727, 2.74615, 1.26861], [-0.00210, 3.79338, 2.19216], [-0.54540, 5.06154, 2.07071], [-1.39357, 5.39174, 1.01899], [-1.65783, 4.40822, 0.06887], [-1.10192, 3.16500, 0.20836], [-1.31376, 2.28463, -0.81140], [-2.19780, 1.57348, 4.94169], [-1.74686, 1.98093, 3.28616], [-0.83147, 2.66618, 4.63815], [-0.19910, 0.32468, 5.30390], [-1.17175, -0.58610, 2.61473], [-2.10099, -0.78650, 4.08321], [-0.50366, -1.55227, 3.92978], [1.78301, 0.28026, 5.52854], [4.12295, 0.78104, 4.92329], [4.59861, 1.72145, 2.69859], [4.04357, 2.76946, 1.00221], [1.62282, 2.52929, -0.79288], [3.08115, 3.46548, -1.01282], [1.94364, 3.91269, 0.26727], [2.96486, 0.27884, -0.36873], [4.48325, 0.41446, 0.49331], [4.24790, 1.31569, -1.02559], [0.66576, 3.57327, 3.01494], [-0.29668, 5.81365, 2.81342], [-1.81823, 6.38396, 0.92196], [-2.28368, 4.60112, -0.79569]],
  "atomic_forces_ev_per_a": [[0.1, -0.2, 0.7], [0.0, 0.0, -0.1], [-0.1, 0.0, 0.1], [-0.2, 0.0, -0.4], [0.0, -0.3, 0.2], [-0.1, 0.1, -0.1], [0.0, 0.0, 0.0], [0.3, -0.2, 0.0], [0.0, 0.1, 0.1], [0.0, -0.1, 0.0], [0.0, 0.0, 0.0], [0.0, 0.0, 0.0], [0.0, 0.1, 0.1], [0.0, 0.0, -0.1], [0.0, 0.0, 0.0], [0.0, 0.0, 0.0], [0.0, 0.0, 0.0], [0.0, 0.0, 0.0], [0.0, 0.0, 0.1], [0.1, 0.0, 0.0], [0.0, 0.0, 0.0], [0.0, 0.0, 0.0], [0.1, -0.1, 0.1], [-0.1, 0.1, 0.0], [0.1, 0.0, -0.1], [0.3, 0.0, -0.1], [0.0, -0.1, 0.1], [-0.1, 0.0, 0.0], [0.0, 0.0, 0.0], [-0.1, 0.1, 0.0], [0.1, 0.1, 0.0], [0.0, 0.1, 0.0], [0.0, -0.1, -0.2], [0.0, 0.0, 0.0], [0.0, 0.0, 0.0], [0.0, 0.0, 0.0], [0.0, 0.0, 0.0], [0.0, 0.1, -0.1], [0.0, 0.0, 0.0], [-0.2, 0.2, 0.1], [0.0, 0.1, -0.1], [0.0, 0.0, 0.0], [0.0, 0.0, 0.0], [0.0, 0.0, 0.0], [0.0, 0.0, 0.0], [-0.1, 0.2, 0.3], [0.0, 0.0, 0.0], [0.0, 0.0, 0.0], [0.0, 0.0, 0.0], [0.0, 0.1, 0.0], [0.1, 0.0, 0.1], [-0.1, 0.2, -0.2], [0.0, -0.2, 0.0], [0.0, 0.0, -0.1], [0.1, 0.0, 0.0], [0.0, 0.0, 0.0], [0.0, 0.1, 0.0], [-0.1, 0.0, 0.0], [-0.2, -0.2, -0.2], [0.0, 0.0, 0.1], [0.0, 0.0, 0.0], [0.1, 0.3, 0.1], [0.2, 0.1, -0.1], [0.2, 0.1, 0.3], [0.0, -0.1, -0.1], [0.0, 0.0, -0.1], [0.0, 0.0, 0.0], [0.0, 0.1, 0.0], [0.0, 0.3, 0.1], [0.1, -0.5, -0.3], [0.0, 0.0, -0.1], [0.0, 0.0, 0.0], [-0.1, -0.1, 0.0], [0.0, 0.1, 0.1], [-0.1, 0.0, -0.3], [0.0, 0.0, 0.0], [0.0, -0.1, -0.1], [0.0, 0.0, 0.0], [0.0, 0.0, 0.0], [0.0, -0.1, 0.0], [0.0, 0.0, 0.1], [-0.1, 0.0, -0.1], [0.0, 0.0, 0.0], [0.0, 0.1, 0.0], [0.0, -0.1, 0.0], [0.0, 0.0, 0.0], [0.0, 0.0, 0.0], [0.0, 0.0, 0.0], [0.0, 0.0, 0.0], [0.0, 0.0, 0.0], [0.0, 0.0, 0.0]],
  "lowdin_charge": [1.3670, -0.0458, -0.3058, -0.0300, -0.0835, -0.9495, 0.0373, 0.6215, -0.3068, -0.0633, -0.0729, -0.0629, -0.1375, 0.1249, 0.0624, 0.0852, 0.0660, 0.0733, 0.0515, 0.1071, 0.0994, 0.1018, 0.1132, 0.0106, -0.6132, -0.2312, -0.1460, -0.0537, -0.1235, -0.1273, -0.1507, -0.5857, 0.6138, 0.1045, 0.0797, 0.0837, 0.0767, 0.0240, -0.6043, -0.1616, -0.2058, -0.0159, -0.0795, -0.0726, -0.1295, 0.0662, 0.1105, 0.0938, 0.0916, 0.0769, -0.0743, -0.3671, -0.0732, -0.1216, -0.0676, -0.1052, -0.0726, -0.1070, -0.3444, -0.0594, -0.0497, -0.1690, 0.0050, -0.3179, -0.0564, -0.1264, -0.1390, -0.0402, -0.2840, -0.0601, 0.0724, 0.0280, 0.0715, 0.1067, 0.0185, 0.0778, 0.0790, 0.0959, 0.0868, 0.1031, 0.1108, 0.0511, 0.0791, 0.0701, 0.0599, 0.0777, 0.0780, 0.1052, 0.0869, 0.0756, 0.1121]
}